Entry from the OMol25 dataset: a molecular structure, C22H31DyN3P2S in a non-equilibrium geometry (ωB97M-V with the def2-TZVPD basis set).

The geometry in ORCA input format:
```
! RIJCOSX wB97M-V def2-TZVPD def2/J DEFGRID3
* xyz 1 6
C -3.301 -3.053 0.065
C -2.054 -2.694 -0.446
C -2.039 -1.855 -1.622
C -3.073 -0.888 -1.686
C -4.297 -1.148 -1.051
C -4.438 -2.294 -0.268
C -2.655 0.445 -2.164
C -1.709 0.343 -3.291
C -0.744 -0.693 -3.194
C 0.581 -0.371 -3.667
C 0.691 0.530 -4.725
C -0.398 1.352 -5.054
C -1.557 1.322 -4.283
H -3.373 -3.881 0.773
H -5.117 -0.443 -1.192
H -5.409 -2.571 0.139
H -3.472 1.151 -2.312
H 1.645 0.616 -5.250
H -0.296 2.055 -5.880
H -2.353 2.051 -4.427
N -0.970 -1.825 -2.467
Dy -0.477 1.412 0.359
C -0.757 -2.880 0.285
H 0.055 -3.064 -0.433
H -0.820 -3.698 1.015
C 1.739 -0.796 -2.810
H 1.549 -1.783 -2.364
H 2.705 -0.771 -3.333
P -0.322 -1.269 1.193
P 1.817 0.389 -1.388
C 2.619 1.874 -2.020
H 2.859 2.544 -1.178
H 3.548 1.580 -2.536
H 1.961 2.401 -2.726
C 2.927 -0.424 -0.240
H 3.952 -0.388 -0.634
H 2.923 0.073 0.738
H 2.647 -1.477 -0.124
C -1.676 -1.242 2.435
H -1.694 -2.199 2.976
H -1.495 -0.429 3.153
H -2.647 -1.081 1.952
C 1.042 -1.882 2.248
H 1.251 -1.153 3.039
H 0.760 -2.838 2.709
H 1.954 -2.029 1.661
H -1.893 0.985 -1.084
H 0.183 0.476 -1.290
S 1.146 3.219 1.287
C 1.341 2.740 2.944
N 1.036 3.499 4.006
C 1.471 2.905 5.266
C 2.113 1.597 4.823
N 1.895 1.582 3.382
H 0.633 4.426 3.907
H 0.611 2.737 5.919
H 2.188 3.562 5.772
H 1.625 0.735 5.286
H 3.184 1.571 5.056
H 2.384 0.948 2.752
*
```

Summary:
orbital gap (alpha / beta)	4.99 / 5.53	eV
relative energy (zero: lowest compared OMol25 entry of this formula, charge and spin)	119.9	kcal per mole
E	-2986.74623	a.u.
largest force on an atom	0.060	hartree/bohr
<S²>	9.792

These are the Mulliken partial charges, in e, on atoms 1 to 6: number 1, C, carries -0.569; number 2, C, carries -0.136; number 3, C, carries 0.372; number 4, C, carries 0.361; number 5, C, carries -0.838; number 6, C, carries -0.542